Entry 1:
Formula: C28H42BrFN2O3
Source: the Open Molecules 2025 dataset
Level of theory: wB97M-V/def2-TZVPD

Its HOMO energy is -8.65 eV. As for the spin multiplicity: 1. The value obtained for the LUMO energy is -1.87 eV. Its net charge is 0. For the electronic energy, the calculation gives -111578.649 eV. The SMILES is CCCCCCCCCCCCCc1c(COCC)c(F)c(N)c2c1C(=O)C(Br)=C(NCC)C2=O.

Structure (XYZ):
```
77
Properties=species:S:1:pos:R:3:forces:R:3:mulliken_charge:R:1
N -1.10212 -3.51347 -4.96385 0.54 0.43 3.33 -0.352
H 4.39808 0.35775 2.33165 1.57 -0.78 -1.99 0.263
H -0.03577 -3.19705 4.89720 -1.83 1.19 1.54 0.193
H 0.51815 -4.64864 -2.42553 -1.38 -1.36 -1.71 0.031
H 4.39550 -2.10208 1.76050 1.76 1.24 -1.37 0.191
H -1.93348 -4.17038 -4.86943 1.06 1.42 -0.31 0.338
H -3.42029 4.47531 0.91338 1.75 -0.75 -1.60 0.255
C 2.44567 4.12482 -0.67860 0.49 0.27 -1.03 -0.727
H 4.86206 -1.73206 -0.02970 0.80 0.69 2.28 0.231
C -0.11635 -1.90228 -2.87121 4.30 1.08 -0.34 -0.116
C 3.56731 2.97319 -1.00213 0.62 0.18 0.13 -0.727
H 5.81187 1.97801 0.38461 -1.98 -1.56 -0.37 0.320
H -0.39033 -1.80227 6.20056 -1.15 -1.74 -1.56 0.233
C 0.25721 -1.80613 0.01154 -2.22 1.55 -0.24 -0.261
C -4.28092 0.26332 0.28877 0.02 -0.60 -0.30 -0.752
C -2.08661 -2.07893 4.55160 -0.46 -0.74 1.62 -0.242
H 0.12058 -5.19839 -5.57752 -0.14 1.87 1.81 0.326
H -1.08744 -5.57767 -3.01092 2.02 0.75 -0.59 0.245
H 4.64686 3.44820 -0.81725 -2.37 -0.86 -0.42 0.347
H 0.27664 4.19652 -1.51514 1.30 -1.45 1.80 0.412
H 2.86068 1.79989 0.92340 1.41 -0.10 -1.66 0.216
H -0.88490 5.64055 -0.04092 -0.49 -1.82 1.71 0.237
H 1.13260 -3.85520 -4.72723 -2.30 -0.68 0.08 0.261
C -2.61128 2.46901 0.19790 -0.97 0.67 -0.28 0.390
H -2.83973 4.58877 -0.87535 0.68 -1.40 2.13 0.302
C -2.78577 -0.43108 0.24549 2.43 -1.58 -1.15 0.043
H 6.25064 0.31163 1.96340 -2.28 -0.49 -0.96 0.306
C -0.66343 -1.52282 -1.33867 -1.10 0.52 2.19 0.511
N 1.65100 -2.39474 -0.01442 -1.59 1.88 -0.46 -0.558
H -4.93542 -0.19818 -0.59615 1.70 1.04 1.86 0.347
H -4.88788 -0.01612 1.27821 1.71 0.58 -2.05 0.291
H 1.90822 -2.79461 -0.94323 -0.78 0.63 0.85 0.344
C -0.87558 -2.66353 5.54586 -0.36 0.18 -0.56 -0.883
Br -4.21660 -2.32517 -5.00647 2.16 0.61 1.46 -0.144
O -3.85903 0.37757 -2.90377 5.24 -6.78 1.63 -0.519
H -2.66030 0.94261 3.02407 0.33 -2.59 0.17 0.137
H 2.39585 -1.66107 0.18258 -1.50 -1.06 -0.04 0.124
C -1.90128 -0.71257 1.63655 1.58 -1.07 -3.26 0.626
H -2.23345 -2.74443 3.58685 0.52 1.47 1.84 0.245
C -1.16871 4.77248 0.72793 0.69 0.57 -0.58 -0.800
C 0.88464 3.57977 -0.69342 0.00 0.20 0.06 -0.342
H 0.63323 -6.27097 -3.38248 -1.25 2.07 0.00 0.325
H -1.28733 5.33237 1.77433 0.04 -1.52 -2.20 0.328
C 5.18746 0.08008 1.48249 0.98 0.25 0.22 -0.389
C -3.01342 -0.65144 -2.66728 -2.32 3.47 -0.74 0.294
C 5.02876 1.10174 0.20862 0.24 -0.13 -0.05 -0.650
C -2.18925 -0.84603 -1.22833 1.81 -0.77 2.61 0.167
C -2.60633 -0.24875 3.04372 -0.11 0.64 -0.16 -0.245
C 3.49053 1.64035 -0.04926 0.36 -0.61 -1.01 0.114
H 2.56425 4.95071 -1.53227 -0.25 -1.73 1.87 0.240
C 5.19095 -1.51490 1.09331 -0.93 -0.84 0.21 -0.867
H 6.22988 -2.05112 1.26843 -2.12 1.32 -0.40 0.286
H -1.39897 -3.42242 6.27711 1.23 1.38 -1.51 0.313
H -3.08473 -2.14524 5.20373 1.93 0.07 -1.53 0.329
H -2.16215 2.10883 1.22058 -0.69 0.58 -2.19 -0.375
F 0.45639 -1.63426 2.67438 -2.68 0.78 -3.68 -0.342
C 0.09789 -4.40073 -4.68966 0.88 -2.04 -0.52 -0.478
O -1.88239 -0.65103 4.25989 -1.01 -1.04 -2.15 -0.352
H 2.76324 4.65070 0.31708 -0.87 -1.07 -1.69 0.338
C -4.18275 1.90316 0.12018 -0.25 0.40 0.53 -0.713
H 0.93249 2.45595 -1.02752 -0.34 2.12 0.67 0.038
H 2.94563 0.77421 -0.66364 0.98 1.82 1.38 -0.112
C -2.66467 -1.81661 -3.81556 3.28 -0.12 1.34 -0.456
C 0.00538 -5.27354 -3.30254 0.84 0.18 0.46 -0.584
H 3.56660 2.65064 -2.14202 -0.22 0.67 2.36 0.279
H 0.93877 4.31701 1.46246 -1.82 -1.18 -1.34 0.454
H 5.38185 0.57999 -0.80379 -0.70 0.98 2.24 0.272
H -0.07489 2.73531 1.32229 0.21 2.11 -1.27 0.066
H -2.01907 2.08075 -0.73352 -0.98 0.44 2.01 0.157
C 0.12353 3.76832 0.78414 1.24 0.65 0.28 -0.318
H -4.73619 2.24425 -0.86441 1.41 -0.80 1.88 0.265
C -2.55750 4.10639 0.17498 -1.17 0.52 0.87 -0.582
H -3.74602 -0.59971 3.08901 2.50 0.43 -0.26 0.332
C -0.39835 -1.38580 1.48637 -1.54 0.58 -1.91 0.286
H -4.83320 2.35161 1.01501 1.62 -0.75 -1.86 0.316
C -1.28714 -2.43960 -3.91460 -3.99 0.98 -0.12 0.485
O 1.18066 -1.73073 -3.21243 -8.08 -1.45 1.99 -0.562
```
Positions in Å, forces in eV/Å.

---

Entry 2:
Formula: C28H42CaNO24
Source: the Open Molecules 2025 dataset
Level of theory: wB97M-V/def2-TZVPD

Its HOMO energy (spin up / spin down) is -14.87 / -14.87 eV. As for the spin multiplicity: 2. The value obtained for the LUMO energy (spin up / spin down) is -4.39 / -8.86 eV. For the energy above the lowest of the compared OMol25 structures with the same formula, charge and spin, the calculation gives 0.0 kcal per mole. As for the expectation value of S²: 0.756. Its net charge is +2. For the electronic energy, the calculation gives -98772.630 eV.

Structure (XYZ):
```
96
Properties=species:S:1:pos:R:3:forces:R:3:mulliken_charge:R:1
C 5.94956 -0.00236 0.98550 -0.69 0.59 -0.69 -1.439
C -0.51982 1.33739 3.90820 1.03 0.33 2.51 0.002
H 2.24640 2.10752 6.45456 -0.74 0.38 0.14 0.388
H 1.17132 5.02616 -4.33931 0.42 0.38 0.65 0.507
O -3.00272 -0.57353 2.39901 1.14 -3.20 1.08 -0.198
H -3.33898 2.01930 -6.65422 -0.19 0.41 0.10 0.483
C -0.50054 1.97006 6.07256 -0.09 -0.76 0.24 -0.662
C 0.57723 -0.57173 -4.78562 -1.43 -2.38 -0.32 -0.298
H 5.81494 -0.53345 1.92780 -0.14 -0.03 -0.13 0.334
H -4.62946 -5.49867 1.03424 -0.36 0.16 -0.01 0.363
H -4.59536 -6.30085 -0.51051 0.08 0.02 -0.14 0.426
C -4.51262 -5.32343 -0.03521 0.25 0.18 0.26 -1.525
H 4.79330 0.54869 -0.79348 -0.17 0.55 0.22 0.307
H 2.93241 -2.78749 4.07001 -0.25 0.02 -0.07 0.316
O -0.57299 2.82821 0.34882 1.34 2.15 -1.39 -0.514
H -0.27138 4.25117 -3.84862 -0.29 0.25 0.65 0.182
O -0.28081 -2.46702 3.76652 0.31 1.68 -2.39 -0.206
C -2.53867 -2.59363 -0.59564 0.62 0.91 1.50 -0.088
C -2.81215 -4.51526 -1.83298 -0.91 -0.33 3.07 -0.504
C 1.97502 -3.18833 3.73710 -1.76 -0.20 -0.66 -0.481
H -2.45459 -5.52805 0.13674 0.62 0.72 0.38 0.287
C 0.66175 5.46995 -1.46765 1.73 0.44 -1.04 -0.655
H 1.05253 3.33409 -4.26163 0.55 -0.35 0.45 -0.084
H 1.66335 1.14885 -4.83928 0.54 0.30 0.10 -0.010
H 4.36287 -2.00670 0.75950 -0.09 0.02 0.18 0.303
C -3.12138 -4.76003 -0.25521 -0.68 -1.34 -2.28 0.399
H 2.00400 -4.25478 3.51360 0.43 -0.04 0.31 0.307
C 4.65879 0.09098 0.18657 0.45 -1.48 1.50 0.392
O -2.25554 1.51642 -1.45316 -0.18 0.39 -0.15 -0.108
O 3.64473 0.72553 0.98110 0.60 1.30 0.07 -0.357
C -0.01001 3.63424 -0.40788 -0.74 -4.62 -0.18 -0.045
H 2.54366 0.46859 6.46293 -0.05 -0.43 -0.18 0.401
H -5.28753 -4.67003 -0.43604 -0.04 0.01 0.17 0.374
H -0.66981 -3.71314 5.95651 -0.14 -0.10 0.00 0.372
O -0.02734 -0.21684 -1.39618 0.94 0.47 -3.97 0.248
O -0.79892 1.27140 2.76149 -0.49 -0.16 -0.81 -0.326
C 0.33837 -0.16314 -2.60081 0.73 0.02 5.39 -0.322
Ca -1.27046 0.47059 0.58841 2.25 0.09 -1.23 3.327
H 3.20225 -1.31855 -3.85251 -0.30 0.01 0.51 0.358
O -2.24084 -1.43001 -0.36951 -1.13 -1.32 0.06 -0.432
C 0.28531 -2.12374 2.55862 0.84 1.44 -0.48 -0.357
O 1.49710 0.43394 -2.95365 -1.41 0.31 1.26 -0.132
C -2.73897 1.94461 -2.46654 1.02 -1.78 0.40 -0.002
H 1.55930 5.99527 -1.14125 -0.44 0.19 1.15 0.339
C -2.86691 1.59868 -5.76635 -0.93 1.03 0.02 -1.467
O -2.04396 2.10235 -3.61566 1.75 -0.33 2.85 -0.004
C 0.72960 -2.88789 4.64469 1.72 -1.17 0.72 0.787
H -1.86300 1.37824 -6.12922 0.05 -0.29 0.52 0.279
C 3.13485 -0.37001 -4.38528 0.35 -1.38 -0.71 -1.597
H 0.13041 6.21230 -2.06322 -0.50 -0.53 0.03 0.369
O -2.37939 -3.14080 -1.75270 0.28 -0.75 -2.76 -0.281
C 0.48852 0.83864 5.85350 0.34 1.56 2.49 0.494
H -3.48782 0.72994 -5.54757 0.48 -0.28 0.28 0.375
O -3.39543 1.05951 1.40271 0.57 3.79 -4.23 -0.401
O -0.19240 -0.81446 -3.57728 -0.91 -0.23 -1.06 -0.326
C 2.48632 0.12938 0.77076 -1.54 1.10 -0.21 0.547
C 1.73801 0.19567 -4.31587 1.86 1.88 -0.62 0.698
C -2.84807 2.62174 -4.57842 -1.11 0.08 -3.46 0.494
C 4.03564 -1.29223 0.00416 1.80 0.44 -0.08 -0.693
H -1.09856 1.71710 6.94805 -0.33 0.60 -0.23 0.351
H -2.44097 3.55345 -4.97123 0.14 0.10 0.18 0.246
O 2.68429 -1.01163 0.14539 -1.79 -1.56 -1.02 -0.152
H 0.05142 -0.11564 6.14742 0.04 -0.13 0.10 0.292
H 4.38651 -1.65837 -0.96069 -0.92 -0.31 -0.22 0.339
H 0.82833 -1.56596 -5.15512 0.07 0.04 -0.17 0.343
H 6.61401 -0.56451 0.32931 0.58 0.29 0.31 0.395
H 3.92868 0.26544 -3.99268 -0.38 0.30 -0.09 0.307
C 0.80690 4.22953 -3.69071 -0.71 -0.86 -0.83 -1.013
N -3.78686 0.34192 2.23781 -2.43 0.03 3.70 1.270
H 6.25272 1.02209 1.20164 0.63 -0.23 -0.09 0.370
H 1.58456 0.99884 7.74880 -0.39 0.48 -0.04 0.432
C 1.73924 1.17026 6.68353 1.03 -1.41 -0.86 -1.642
O -2.97853 -3.46568 0.32034 0.28 0.32 0.18 -0.314
H -0.01439 2.94476 6.11422 -0.09 -0.06 0.27 0.351
H 0.86056 -4.52506 6.04334 0.06 -0.29 -0.31 0.413
H -5.02969 2.54046 -4.38863 0.06 -0.22 0.06 0.372
H 1.00224 -2.18018 5.42758 -0.25 0.77 -0.44 -0.041
O 1.40116 0.59848 1.04103 1.19 -0.36 -0.02 -0.221
O -0.19842 -1.40068 1.69580 0.17 -2.34 1.97 0.352
O -4.73432 0.54674 2.93736 -0.37 -0.58 0.03 -0.546
O -0.15611 4.89862 -0.44765 -0.10 2.55 0.59 -0.390
O 1.57915 -2.57825 2.46640 -1.28 0.61 0.68 -0.255
H 3.41734 -0.71232 -5.38083 -0.07 0.55 -0.34 0.451
O -4.02115 2.13840 -2.65989 -0.39 0.26 0.95 -0.332
C 1.24108 4.24034 -2.22223 0.04 1.73 -1.39 0.608
O -1.26012 1.92025 4.86336 -0.65 -0.10 -0.79 -0.330
C 0.15748 -4.07216 5.34430 -0.38 -0.18 0.52 -1.655
H -4.35202 3.93354 -3.62271 0.33 0.04 0.26 0.275
H -3.75513 -4.66262 -2.35944 0.13 0.68 -0.31 0.316
H -2.09204 -5.23152 -2.22862 0.42 0.70 0.02 0.329
C -4.15647 2.88201 -3.83282 -1.23 0.51 -1.88 -0.549
H 2.32515 4.15207 -2.15072 0.08 0.57 -0.17 0.250
O 0.63162 0.86417 4.47966 0.12 -0.32 -2.65 -0.139
H -0.08461 -0.09730 -5.51018 0.22 0.20 0.14 0.082
O 0.77797 3.20657 -1.44665 -1.51 -2.10 1.62 0.101
H -0.26104 -4.73605 4.58787 0.26 -0.43 0.27 0.391
```
Positions in Å, forces in eV/Å.

---

Taking the records one at a time from the top gives largest force on an atom values of 0.1697; 0.1111 Eh/bohr.